DFT (ωB97M-V/def2-TZVPD) results for a cluster of 2 separate species, C8H10N2O2S in total at a distorted geometry.

Geometry as XYZ:
```
23
Properties=species:S:1:pos:R:3:nbo_charge:R:1
C -3.23 -0.52 -0.78 -0.25
O -1.88 -0.94 -0.97 -0.54
C -1.08 -0.80 0.12 0.00
S -1.33 -1.96 1.47 -0.08
C -0.21 0.24 0.27 0.10
C -0.02 1.25 -0.73 -0.25
C 0.91 2.22 -0.57 -0.15
C 1.73 2.25 0.59 -0.35
C 1.55 1.29 1.54 0.07
N 0.61 0.33 1.39 -0.54
H -3.27 0.55 -0.56 0.17
H -3.69 -1.08 0.04 0.18
H -3.75 -0.73 -1.71 0.19
H -0.96 -3.06 0.81 0.13
H -0.65 1.20 -1.61 0.23
H 1.04 2.98 -1.33 0.22
H 2.48 3.01 0.72 0.23
H 2.13 1.26 2.44 0.22
H 0.47 -0.37 2.10 0.43
N 1.78 -1.96 -1.27 -0.77
C 2.74 -1.78 -0.59 0.85
O 3.77 -1.74 -0.06 -0.52
H 0.84 -1.64 -1.31 0.44
```

Values from the calculation:
Energy relative to the best compared isomer or geometry (same formula, charge and spin), kcal/mol: 44.50
Structure (SMILES): CO/C(S)=C1\C=CC=CN1.N=C=O
Kohn-Sham gap, eV: 7.72
LUMO, eV: 0.56
Calculated total energy, eV: -26367.33736

---

DFT (ωB97M-V/def2-TZVPD) results for a structure of composition C49H39F10N9O2STi at a distorted geometry.

Geometry as XYZ:
```
111
Properties=species:S:1:pos:R:3:mulliken_charge:R:1
Ti 0.01 0.54 1.50 0.48
C -1.41 3.79 2.09 -1.47
N -1.06 2.49 2.68 1.19
C -0.04 2.78 3.70 -1.72
C 0.49 1.52 4.29 -0.76
N 0.79 0.54 3.22 1.82
C 1.73 -0.39 3.76 -0.93
C 1.37 -1.30 4.75 -0.19
F 0.11 -1.33 5.21 -0.42
C 2.29 -2.15 5.34 0.41
F 1.91 -3.02 6.26 -0.30
C 3.62 -2.08 4.97 0.63
F 4.51 -2.89 5.51 -0.29
C 4.02 -1.12 4.04 0.32
F 5.31 -1.02 3.70 -0.36
C 3.08 -0.29 3.47 0.27
F 3.50 0.67 2.64 -0.40
C -2.26 1.89 3.29 -1.86
C -2.23 0.38 3.23 -0.67
N -1.75 -0.08 1.90 1.82
C -2.43 -1.32 1.65 -0.87
C -3.55 -1.47 0.84 0.45
F -3.97 -0.48 0.05 -0.29
C -4.32 -2.62 0.84 -0.08
F -5.39 -2.70 0.05 -0.35
C -4.00 -3.67 1.68 0.87
F -4.73 -4.77 1.68 -0.32
C -2.88 -3.57 2.49 -0.18
F -2.53 -4.58 3.27 -0.38
C -2.12 -2.42 2.45 0.61
F -1.01 -2.37 3.20 -0.18
H -2.22 3.69 1.37 0.42
H -1.74 4.48 2.88 0.47
H -0.54 4.22 1.60 0.31
H 0.77 3.32 3.21 0.59
H -0.45 3.43 4.48 0.47
H 1.42 1.75 4.82 0.79
H -0.19 1.09 5.03 0.40
H -2.38 2.22 4.32 0.41
H -3.13 2.24 2.73 0.42
H -1.62 -0.06 4.02 0.01
H -3.25 0.01 3.38 1.11
C 2.44 1.08 -3.39 -1.02
O 3.02 0.84 -2.08 -0.38
C 2.03 0.27 -1.36 -0.24
N 0.91 0.03 -1.91 0.03
C 1.11 0.32 -3.34 0.33
C -0.07 0.96 -4.04 -0.21
C -1.35 0.82 -3.52 -0.12
C -2.44 1.32 -4.22 -0.73
C -2.26 1.95 -5.44 -0.65
C -0.98 2.08 -5.97 -0.84
C 0.11 1.58 -5.27 -0.44
C 2.41 -0.43 -0.12 -0.41
C 3.70 -0.94 -0.05 -0.60
C 3.93 -2.06 0.73 -1.53
C 2.83 -2.75 1.22 -0.91
C 1.57 -2.18 1.08 -0.32
N 1.39 -0.91 0.64 1.80
C 0.42 -3.08 0.90 -0.19
N -0.50 -2.75 0.10 0.39
C -1.10 -4.01 -0.39 0.72
C -0.48 -5.08 0.53 -1.04
O 0.56 -4.37 1.26 -0.56
C -0.71 -4.10 -1.85 0.24
C -1.66 -3.85 -2.84 -0.34
C -1.29 -3.83 -4.18 -0.77
C 0.03 -4.05 -4.54 -0.56
C 0.98 -4.30 -3.55 -1.01
C 0.61 -4.32 -2.22 -0.21
H 3.14 0.71 -4.14 0.45
H 2.31 2.15 -3.51 0.43
H 1.25 -0.66 -3.81 0.67
H -1.49 0.29 -2.59 0.65
H -3.44 1.19 -3.82 0.54
H -3.11 2.32 -6.00 0.46
H -0.83 2.56 -6.93 0.46
H 1.10 1.67 -5.69 0.46
H 4.48 -0.49 -0.65 0.73
H 4.92 -2.47 0.83 0.57
H 2.91 -3.75 1.61 0.71
H -2.18 -3.98 -0.32 0.34
H -0.01 -5.90 -0.01 0.43
H -1.18 -5.49 1.26 0.29
H -2.69 -3.68 -2.56 0.45
H -2.04 -3.65 -4.94 0.45
H 0.32 -4.04 -5.58 0.46
H 2.01 -4.50 -3.83 0.44
H 1.36 -4.52 -1.46 0.37
C 3.98 3.88 -0.56 -0.87
N 2.63 3.92 -1.10 0.32
C 2.27 4.53 -2.29 -1.10
C 0.96 4.30 -2.47 -0.44
N 0.52 3.54 -1.39 0.89
C 1.56 3.31 -0.56 0.11
S 1.64 2.49 0.93 -0.32
C -0.86 3.25 -1.17 -0.34
C -1.78 4.12 -1.74 -0.91
C -3.12 3.86 -1.61 -1.34
C -3.50 2.75 -0.87 -0.84
C -2.51 1.99 -0.28 -0.65
N -1.19 2.20 -0.42 1.77
H 4.54 4.73 -0.96 0.38
H 4.47 2.95 -0.85 0.31
H 3.95 3.95 0.52 0.36
H 2.97 5.08 -2.89 0.50
H 0.32 4.57 -3.29 0.48
H -1.44 5.01 -2.26 0.76
H -3.86 4.51 -2.06 0.50
H -4.54 2.49 -0.72 0.57
H -2.77 1.17 0.36 -0.18
```

Values from the calculation:
Energy relative to the best compared isomer or geometry (same formula, charge and spin), kcal/mol: 58.12
Kohn-Sham gap, eV: 6.60
LUMO, eV: -6.71
Charge: +2
Calculated total energy, eV: -130062.87260

---

DFT (ωB97M-V/def2-TZVPD) results for a structure of composition C33H45Br2F17N3O10 at a distorted geometry.

Geometry as XYZ:
```
110
Properties=species:S:1:pos:R:3:mulliken_charge:R:1
C -0.33 -4.09 3.00 -1.16
C -1.38 -4.58 1.97 0.52
O -1.30 -5.94 1.67 -0.50
C -0.17 -6.32 0.90 -0.61
C -0.17 -5.75 -0.52 0.43
O 1.11 -5.37 -1.00 -0.52
C 1.68 -4.32 -0.26 0.87
C 2.41 -3.35 -1.17 -0.94
O 1.50 -2.45 -1.80 -0.34
C 1.73 -1.09 -1.56 -1.64
C 0.87 -0.53 -0.42 2.03
C -0.48 -1.27 -0.46 0.63
C -1.22 -1.11 -1.78 -1.79
C -2.72 -1.00 -1.58 0.62
F -3.31 -0.65 -2.73 -0.37
F -2.92 0.04 -0.71 -0.26
C -3.37 -2.26 -0.93 0.64
F -3.40 -2.09 0.41 -0.31
F -2.54 -3.31 -1.16 -0.39
C -4.75 -2.71 -1.45 0.39
F -5.02 -3.92 -0.90 -0.26
F -4.64 -2.91 -2.78 -0.31
C -5.93 -1.72 -1.18 0.45
F -6.70 -1.72 -2.29 -0.32
F -5.49 -0.46 -1.00 -0.23
C -6.92 -2.08 -0.02 0.77
F -7.57 -3.23 -0.32 -0.29
F -7.84 -1.08 -0.02 -0.29
C -6.34 -2.13 1.40 0.74
F -5.59 -3.24 1.56 -0.31
F -5.52 -1.07 1.62 -0.25
C -7.43 -2.12 2.54 0.38
F -7.00 -2.96 3.52 -0.29
F -8.61 -2.59 2.10 -0.29
C -7.63 -0.74 3.22 0.68
F -6.62 -0.47 4.07 -0.23
F -8.77 -0.82 3.94 -0.25
F -7.76 0.25 2.33 -0.21
C 0.55 0.98 -0.50 -2.45
N 1.18 1.83 0.50 0.34
C 0.29 2.35 1.52 -1.58
C -0.14 1.32 2.58 0.86
O 0.74 0.87 3.30 -0.55
N -1.45 0.92 2.77 0.32
C -1.66 -0.52 2.91 -1.02
C -2.50 1.61 2.01 -0.96
C 2.49 1.43 0.89 0.56
Br 3.34 2.54 2.20 0.01
Br 3.62 1.64 -0.77 -0.05
C 2.64 -0.04 1.32 -1.71
N 1.47 -0.87 0.92 0.57
H 0.13 -4.90 3.55 0.44
H -0.84 -3.44 3.71 0.37
H 0.41 -3.47 2.51 0.07
H -2.36 -4.43 2.40 0.47
H -1.33 -3.93 1.09 -0.42
H 0.74 -6.08 1.45 0.31
H -0.22 -7.39 0.83 0.35
H -0.52 -6.52 -1.19 0.46
H -0.86 -4.91 -0.64 -0.34
H 2.44 -4.73 0.41 0.36
H 0.96 -3.81 0.38 -0.73
H 2.90 -3.95 -1.93 0.52
H 3.16 -2.84 -0.56 0.32
H 1.45 -0.55 -2.46 0.38
H 2.80 -0.92 -1.43 0.71
H -0.35 -2.33 -0.27 -0.70
H -1.07 -0.87 0.36 1.01
H -0.99 -1.94 -2.44 0.43
H -0.95 -0.22 -2.32 0.55
H -0.52 1.11 -0.39 0.61
H 0.77 1.32 -1.51 0.18
H -0.57 2.78 1.02 0.81
H 0.73 3.19 2.04 0.48
H -0.74 -1.05 3.10 0.48
H -2.28 -0.71 3.78 0.36
H -2.21 -0.94 2.07 0.09
H -3.44 1.08 2.10 0.31
H -2.28 1.75 0.96 0.22
H -2.67 2.59 2.44 0.38
H 2.73 -0.07 2.40 0.80
H 3.57 -0.42 0.90 0.55
H 1.79 -1.84 0.89 0.35
H 0.73 -0.84 1.62 -0.32
C 6.07 6.81 -0.26 -1.45
C 5.97 5.53 0.55 0.87
C 6.98 5.40 1.67 -0.60
O 7.08 3.98 1.82 -0.34
C 6.80 3.43 0.62 0.52
O 6.95 2.28 0.35 -0.56
O 6.31 4.36 -0.23 -0.17
H 5.46 7.59 0.19 0.35
H 7.10 7.17 -0.30 0.40
H 5.74 6.65 -1.27 0.27
H 4.96 5.39 0.92 0.08
H 6.67 5.87 2.59 0.33
H 7.97 5.78 1.38 0.34
C 2.20 5.34 -5.84 -1.39
C 3.36 5.54 -4.90 0.51
C 4.37 4.42 -4.84 -0.52
O 4.92 4.59 -3.52 -0.23
C 3.97 5.16 -2.76 0.51
O 4.04 5.28 -1.58 -0.48
O 2.93 5.58 -3.52 -0.37
H 2.45 5.71 -6.83 0.38
H 1.94 4.28 -5.93 0.32
H 1.32 5.87 -5.48 0.36
H 3.85 6.49 -5.10 0.30
H 5.14 4.48 -5.60 0.31
H 3.90 3.43 -4.88 0.28
```

Values from the calculation:
Kohn-Sham gap, eV: 9.86
LUMO, eV: -2.25
Charge: +1
Calculated total energy, eV: -246171.02394

---

DFT (ωB97M-V/def2-TZVPD) results for an isolated molecule of C5H10N2O at a distorted geometry.

Geometry as XYZ:
```
18
Properties=species:S:1:pos:R:3:nbo_charge:R:1
C 2.84 0.65 -0.01 -0.10
N 2.17 -0.38 0.31 -0.28
N 1.58 -1.21 -0.58 -0.27
C 0.33 -1.57 -0.37 0.10
C -0.48 -1.13 0.60 -0.54
C -1.51 -0.02 0.33 0.10
C -0.86 1.21 -0.27 -0.66
O -2.68 -0.51 -0.37 -0.70
H 3.30 1.25 0.72 0.19
H 2.95 0.79 -1.18 0.15
H 0.08 -2.41 -1.16 0.20
H -0.57 -1.95 1.45 0.26
H 0.23 -0.32 1.10 0.25
H -1.87 0.40 1.29 0.17
H -1.80 1.88 -0.70 0.20
H -0.21 1.09 -1.18 0.22
H -0.21 1.90 0.23 0.23
H -3.30 0.32 -0.20 0.46
```

Values from the calculation:
Energy relative to the best compared isomer or geometry (same formula, charge and spin), kcal/mol: 114.92
Structure (SMILES): C=N/N=C\C[C@@H](C)O
Kohn-Sham gap, eV: 9.57
LUMO, eV: 0.59
Calculated total energy, eV: -10370.32187